1.
The following is a DFT calculation (ωB97M-V/def2-TZVPD) of a molecular structure, C4H14N3 at a distorted geometry.

Geometry (Å):
N 1.651 1.558 -0.450
N -0.395 0.288 0.419
N 1.783 0.222 -0.775
C 0.013 -0.281 -0.886
C 0.007 -1.737 -1.133
C 0.118 -0.332 1.621
C -1.863 0.777 0.488
H -0.351 -1.235 1.933
H 1.104 -2.045 -0.981
H 1.176 -0.492 1.409
H -0.119 0.356 2.351
H 1.578 2.107 -1.296
H 2.362 1.748 0.215
H -0.347 0.344 -1.624
H -0.477 -2.256 -2.004
H -0.503 -2.306 -0.423
H 2.269 -0.013 -1.686
H -2.248 1.132 -0.480
H -1.816 1.560 1.192
H -2.478 0.087 0.853
H 0.156 1.142 0.417

## Properties
2S+1 ... 1
Gap between HOMO and LUMO ... 11.26 eV
Net charge ... +1
LUMO level ... -2.67 eV
Highest occupied orbital energy ... -0.5118 Ha



2.
The following is a DFT calculation (ωB97M-V/def2-TZVPD) of 2 unconnected molecules or ions with the total composition C4H14N3 at a distorted geometry.

Geometry (Å):
N -0.085 -0.080 -0.676
N -2.366 -0.486 -1.048
N 1.057 -0.361 -0.167
C 1.173 -1.200 1.006
C -0.956 1.845 0.657
C -1.127 -1.020 -0.588
C 2.233 0.479 -0.444
H -0.750 -1.778 -1.261
H -0.003 2.269 0.997
H 2.844 0.631 0.368
H 1.337 -0.575 1.815
H -0.864 1.126 -0.131
H -1.299 -1.417 0.387
H 2.154 -1.691 0.804
H 0.311 -1.832 1.189
H -2.373 -0.527 -2.002
H 2.848 0.229 -1.352
H -1.485 1.343 1.544
H 1.874 1.605 -0.666
H -2.979 -1.201 -0.646
H -1.545 2.641 0.215

## Properties
2S+1 ... 1
Gap between HOMO and LUMO ... 8.95 eV
Net charge ... +1
LUMO level ... -5.41 eV
Highest occupied orbital energy ... -0.5279 Ha



3.
The following is a DFT calculation (ωB97M-V/def2-TZVPD) of 2 unconnected molecules or ions with the total composition C4H14N3 at a distorted geometry.

Geometry (Å):
N -0.937 -2.527 -2.605
N 1.563 -0.762 -0.550
N 0.671 0.693 1.442
C -0.505 1.440 0.927
C -1.085 2.354 2.013
C 0.299 -1.409 -0.919
C -0.260 -1.423 -2.134
H -0.189 -0.546 -2.779
H -0.377 3.136 2.268
H 2.261 -1.454 -0.255
H -1.020 -2.538 -3.615
H 1.276 1.365 1.901
H 1.298 -0.004 0.348
H 0.369 0.075 2.198
H -0.019 -2.005 -0.062
H -0.249 2.028 0.033
H 1.987 -0.257 -1.336
H -0.499 -3.397 -2.293
H -1.257 1.789 2.949
H -2.077 2.746 1.802
H -1.250 0.696 0.670

## Properties
2S+1 ... 1
Gap between HOMO and LUMO ... 9.33 eV
Net charge ... +1
LUMO level ... -2.88 eV
Highest occupied orbital energy ... -0.4485 Ha



4.
The following is a DFT calculation (ωB97M-V/def2-TZVPD) of 2 unconnected molecules or ions with the total composition C4H14N3 at a distorted geometry.

Geometry (Å):
N -1.539 -0.194 1.093
N -0.636 1.262 -0.538
N -0.038 1.447 1.743
C 1.616 -0.718 -1.594
C 2.603 -0.799 -0.419
C -2.729 -0.551 0.346
C -0.787 0.831 0.732
H -0.335 1.437 2.777
H 2.275 -1.435 0.489
H -3.284 -1.267 0.884
H 0.905 0.125 -1.594
H 3.003 0.204 -0.062
H -1.549 -0.549 2.070
H -3.422 0.183 0.017
H 1.159 -1.720 -1.661
H -2.402 -0.992 -0.652
H 3.391 -1.586 -0.517
H -1.125 0.706 -1.334
H 0.009 2.121 -0.730
H 2.320 -0.680 -2.544
H 0.565 2.178 1.496

## Properties
2S+1 ... 1
Gap between HOMO and LUMO ... 10.53 eV
Net charge ... +1
LUMO level ... -3.22 eV
Highest occupied orbital energy ... -0.5052 Ha



5.
The following is a DFT calculation (ωB97M-V/def2-TZVPD) of 2 unconnected molecules or ions with the total composition C4H14N3 at a distorted geometry.

Geometry (Å):
N 0.802 0.493 0.001
N 1.139 1.498 -0.985
N 1.211 1.023 1.219
C -2.940 -0.497 -0.065
C -1.769 0.502 0.090
C -0.433 -0.229 -0.097
C 2.570 -1.220 -0.044
H 1.965 -2.202 0.152
H 1.745 2.142 -0.596
H -3.046 -1.319 0.568
H -0.490 -0.615 -1.102
H -2.856 -1.049 -0.957
H -3.947 -0.126 0.003
H -0.224 -1.097 0.630
H 3.129 -0.709 0.642
H -1.837 1.100 1.089
H 1.528 1.172 -1.842
H 0.537 1.818 1.481
H 0.994 0.319 2.000
H -1.920 1.239 -0.706
H 2.973 -1.080 -0.960

## Properties
2S+1 ... 3
Expectation value of S² ... 2.007
Gap between HOMO and LUMO (alpha / beta) ... 9.42 / 8.59 eV
Net charge ... +1
LUMO level (alpha / beta) ... -3.00 / -7.12 eV
Highest occupied orbital energy (alpha / beta) ... -0.4563 / -0.5772 Ha



6.
The following is a DFT calculation (ωB97M-V/def2-TZVPD) of a gas-phase ion, C4H14N3 (charge +1) at a distorted geometry.

Geometry (Å):
N 1.473 1.166 0.057
N 0.203 0.382 -1.946
N 0.186 -0.551 -0.795
C 0.253 0.263 0.373
C -1.040 1.014 0.652
C 0.551 -0.687 1.707
C -0.958 -1.447 -0.851
H -0.587 -2.275 -1.362
H -1.160 -1.800 0.153
H -0.885 1.411 1.695
H 2.145 0.525 0.568
H -1.370 1.663 -0.200
H 1.537 2.059 0.393
H -0.239 -1.132 2.236
H 0.664 -0.072 -2.718
H 1.221 -1.510 1.317
H -1.770 0.284 0.850
H 1.370 1.094 -0.909
H -1.846 -1.005 -1.420
H -0.729 0.650 -2.285
H 0.981 -0.033 2.485

## Properties
2S+1 ... 3
Expectation value of S² ... 2.005
Gap between HOMO and LUMO (alpha / beta) ... 4.01 / 7.53 eV
Net charge ... +1
LUMO level (alpha / beta) ... -2.71 / -8.36 eV
Highest occupied orbital energy (alpha / beta) ... -0.2470 / -0.5840 Ha



7.
The following is a DFT calculation (ωB97M-V/def2-TZVPD) of 2 unconnected molecules or ions with the total composition C4H14N3O at a distorted geometry.

Geometry (Å):
O -0.964 -1.656 -1.591
N -1.496 2.188 0.841
N -0.265 0.298 0.444
N 0.780 2.089 1.461
C -0.568 -1.244 -2.881
C -0.348 1.516 0.883
C 1.257 -1.261 1.676
C 0.970 -0.519 0.374
H -1.397 -2.512 -1.609
H 0.669 -1.213 -0.402
H 1.805 0.076 0.031
H 1.369 2.486 0.729
H 0.554 2.885 2.046
H 2.333 -1.389 1.788
H -1.040 -0.181 -0.001
H 0.795 -2.232 1.644
H 0.890 -0.758 2.566
H -1.604 3.074 1.305
H -2.352 1.778 0.501
H -1.385 -0.757 -3.417
H -0.304 -2.069 -3.550
H 0.301 -0.598 -2.838

## Properties
2S+1 ... 1
Gap between HOMO and LUMO ... 11.21 eV
Net charge ... +1
LUMO level ... -2.92 eV
Highest occupied orbital energy ... -0.5194 Ha



8.
The following is a DFT calculation (ωB97M-V/def2-TZVPD) of a molecular structure, C4H14N4 at a distorted geometry.

Geometry (Å):
N -2.193 -0.630 0.375
N 1.673 -0.363 -1.059
N 2.102 -1.078 0.014
N -0.611 1.240 0.396
C -0.583 2.638 0.817
C -1.524 -0.049 1.389
C 1.453 -2.082 0.442
C 0.756 -0.927 -2.042
H -2.107 0.630 2.016
H 1.092 -1.905 -2.409
H -1.599 2.961 1.046
H 0.023 2.742 1.717
H -1.861 -1.569 0.170
H 2.455 0.140 -1.454
H 1.821 -2.544 1.346
H -0.165 3.290 0.044
H 0.688 -0.234 -2.878
H -1.363 0.904 -0.346
H -0.237 -1.035 -1.602
H 0.562 -2.502 -0.020
H -0.692 -0.526 1.916
H 0.310 0.899 0.121

## Properties
2S+1 ... 1
Gap between HOMO and LUMO ... 8.45 eV
LUMO level ... 0.83 eV
Highest occupied orbital energy ... -0.2801 Ha



9.
The following is a DFT calculation (ωB97M-V/def2-TZVPD) of 2 unconnected molecules or ions with the total composition C4H14N4.

Geometry (Å):
N -1.898 0.076 -1.456
N 0.849 -1.676 0.791
N 0.163 0.135 2.061
N 1.564 -0.063 -1.379
C -2.192 -0.566 -0.276
C 0.818 1.940 -0.128
C 0.336 -0.378 0.758
C 0.592 0.458 -0.427
H 0.930 -0.105 2.677
H 1.707 2.105 0.490
H 0.963 -2.094 -0.120
H -2.854 -0.002 0.390
H 0.366 -2.289 1.434
H -1.179 -0.592 0.402
H -1.672 -0.614 -2.174
H 0.952 2.465 -1.071
H -2.464 -1.630 -0.296
H 1.168 -0.614 -2.126
H 2.367 -0.522 -0.970
H -0.045 2.390 0.371
H -0.028 1.124 2.091
H -0.443 0.452 -1.041

## Properties
2S+1 ... 1
Gap between HOMO and LUMO ... 8.01 eV
LUMO level ... 0.76 eV
Highest occupied orbital energy ... -0.2662 Ha



10.
The following is a DFT calculation (ωB97M-V/def2-TZVPD) of 2 unconnected molecules or ions with the total composition C4H14NO2 at a distorted geometry.

Geometry (Å):
O 1.494 0.585 2.698
O 0.767 -1.467 -2.262
N 0.060 -0.344 0.157
C 0.782 -0.064 -2.275
C -2.177 0.078 1.225
C 1.118 0.279 -0.832
C -1.366 0.187 -0.105
H 1.622 0.313 -2.900
H -1.486 0.354 2.053
H -0.072 0.441 -2.722
H 2.475 0.309 2.847
H 1.088 1.350 -0.539
H -2.907 0.923 1.288
H -1.672 -0.354 -1.047
H -1.311 1.217 -0.300
H 0.792 0.769 3.438
H -2.612 -0.855 1.624
H 0.524 -0.302 1.125
H 0.968 -2.009 -3.080
H 2.070 -0.113 -0.480
H -0.157 -1.294 0.087

## Properties
2S+1 ... 1
Gap between HOMO and LUMO ... 11.77 eV
Net charge ... +1
LUMO level ... -2.88 eV
Highest occupied orbital energy ... -0.5385 Ha



Number 1: total energy -8835.892 eV. Number 2: total energy -8835.023 eV. Number 3: total energy -8838.216 eV. Number 4: total energy -8838.256 eV. Number 5: total energy -8832.349 eV. Number 6: total energy -8830.049 eV. Number 7: total energy -10886.978 eV. Number 8: total energy -10331.693 eV. Number 9: total energy -10332.582 eV. Number 10: total energy -9952.519 eV.